A cluster of 4 separate species, C36H64B2N6O7P in total. Source: the Open Molecules 2025 dataset; level of theory: ωB97M-V/def2-TZVPD.

Each line ends with the Mulliken charge.
Positions of all 116 atoms, in Å:
C -8.1230 6.3836 -0.3636  -1.33
C -7.6743 5.1543 0.4277  -0.32
C -6.3677 4.5513 -0.0861  -0.55
C -6.0136 3.2768 0.6770  -0.72
C -4.7671 2.5466 0.1777  -0.66
C -3.5428 3.4361 -0.0205  -0.79
C -3.0471 4.1403 1.2460  -0.91
C -2.7124 3.2059 2.4167  -0.37
C -1.2764 2.6510 2.3965  -0.93
C -1.1653 1.2340 1.7883  -0.30
C -0.2519 0.3024 2.5996  -1.12
C 1.2326 0.5637 2.3284  -0.90
C 1.7781 -0.2733 1.1617  -0.81
C 2.9149 0.3911 0.3812  -0.86
C 3.1277 -0.1758 -1.0442  -0.10
C 4.3140 -1.1477 -1.1535  -1.04
B 4.9127 -1.4319 -2.6360  1.18
C 4.8641 -0.1801 -3.7009  -1.45
C 5.7195 1.0837 -3.4336  0.80
N 6.2812 1.6287 -4.7082  -0.83
N 6.8367 0.8165 -2.5237  -0.47
N 4.9135 2.1897 -2.9019  -0.73
O 6.2174 -2.1363 -2.4831  -0.69
C 6.4297 -2.7852 -3.6946  -0.83
C 4.9787 -3.4269 -3.9645  0.79
B 5.1330 -4.8777 -3.3231  0.68
O 5.3193 -4.9871 -1.9797  -0.58
O 5.1484 -6.0554 -4.0847  -0.49
C 6.4247 -6.6029 -4.3674  -0.68
P 4.6626 -3.5628 -5.7428  0.72
O 3.5554 -4.4389 -6.1792  -0.79
O 6.0739 -4.0005 -6.3832  -0.61
O 4.4695 -2.0829 -6.3621  -0.53
O 4.0893 -2.5691 -3.3273  -0.91
H -7.2763 7.0067 -0.6438  0.38
H -8.8126 6.9850 0.2310  0.35
H -8.6745 6.0828 -1.2531  0.32
H -8.4322 4.3737 0.3385  0.21
H -7.5773 5.3719 1.4929  0.40
H -5.5635 5.2854 -0.0172  0.39
H -6.4974 4.3106 -1.1463  0.21
H -6.8684 2.6019 0.5850  0.53
H -5.9266 3.5159 1.7398  0.23
H -4.9922 2.0515 -0.7702  0.45
H -4.5354 1.7445 0.8798  0.16
H -2.7259 2.8279 -0.4155  0.43
H -3.7749 4.1900 -0.7743  0.36
H -2.1332 4.6834 0.9972  0.45
H -3.7726 4.8862 1.5783  0.39
H -2.8241 3.7744 3.3419  0.38
H -3.4046 2.3712 2.4908  0.02
H -0.9191 2.5950 3.4260  0.52
H -0.6171 3.3286 1.8548  0.34
H -2.1564 0.7887 1.6997  0.30
H -0.7320 1.3112 0.7873  0.33
H -0.5185 -0.7389 2.4062  0.45
H -0.4747 0.4769 3.6578  0.45
H 1.7958 0.3404 3.2365  0.51
H 1.3616 1.6306 2.1318  0.40
H 0.9579 -0.5570 0.4982  0.45
H 2.1423 -1.2078 1.5972  0.21
H 2.7120 1.4669 0.3482  0.43
H 3.8330 0.2720 0.9613  0.31
H 3.2589 0.6743 -1.7099  0.18
H 2.2027 -0.6905 -1.3110  0.23
H 3.9981 -2.1007 -0.7179  0.14
H 5.1266 -0.7517 -0.5355  0.37
H 5.0846 -0.5149 -4.7121  0.64
H 3.8264 0.1621 -3.7293  0.27
H 6.9409 0.9425 -5.0580  0.35
H 5.5284 1.6117 -5.3900  0.28
H 7.0743 1.6539 -2.0120  0.22
H 7.6622 0.5058 -3.0145  0.21
H 4.9021 2.1185 -1.8894  0.26
H 5.4380 3.0319 -3.1190  0.32
H 6.7467 -2.1144 -4.5007  0.29
H 7.1903 -3.5546 -3.5226  0.39
H 5.5359 -5.8967 -1.7548  0.38
H 6.6271 -7.4679 -3.7309  0.26
H 7.2293 -5.8749 -4.2518  0.27
H 6.4396 -6.9315 -5.4070  0.23
H 5.9149 -4.2031 -7.3098  0.32
H 3.5570 -1.8373 -6.1770  0.31
N -3.6832 0.8011 4.9162  -0.35
C -3.4941 0.9110 6.2286  -0.27
C -3.0473 -0.1291 7.0295  -0.40
C -2.7822 -1.3518 6.4337  -0.23
C -2.9737 -1.4822 5.0684  -0.56
C -3.4233 -0.3789 4.3587  -0.03
H -3.7099 1.8848 6.6553  0.36
H -2.9080 0.0189 8.0917  0.36
H -2.4291 -2.1882 7.0233  0.38
H -2.7755 -2.4159 4.5603  0.39
H -3.5786 -0.4379 3.2865  0.35
N 6.4513 -7.1362 -0.2466  -0.23
C 6.6572 -8.3830 0.1694  -0.30
C 7.1958 -8.6952 1.4075  -0.56
C 7.5400 -7.6546 2.2565  -0.15
C 7.3313 -6.3521 1.8348  -0.72
C 6.7841 -6.1434 0.5770  -0.12
H 6.3749 -9.1653 -0.5268  0.38
H 7.3403 -9.7272 1.6969  0.36
H 7.9638 -7.8571 3.2322  0.37
H 7.5847 -5.5105 2.4642  0.38
H 6.5982 -5.1413 0.2038  0.46
N -10.4445 3.6901 2.3931  -0.47
C -10.8478 4.8797 1.9539  -0.12
C -12.1342 5.1377 1.5047  -0.50
C -13.0529 4.1007 1.5084  -0.21
C -12.6484 2.8557 1.9611  -0.37
C -11.3385 2.7048 2.3923  -0.23
H -10.0969 5.6619 1.9629  0.46
H -12.4053 6.1261 1.1597  0.35
H -14.0666 4.2600 1.1637  0.36
H -13.3310 2.0172 1.9805  0.35
H -10.9827 1.7469 2.7558  0.36

Values from the calculation:
HOMO energy	-0.1680	Ha
net charge	-1
LUMO	1.84	eV
orbital gap	6.416	eV
strongest force on any atom	0.02197	hartree/bohr



A cluster of 2 separate species, C5H13NO in total. Source: the Open Molecules 2025 dataset; level of theory: ωB97M-V/def2-TZVPD.

Each line ends with the Mulliken charge.
Positions of all 20 atoms, in Å:
C 1.0260 -1.4374 -0.6239  -1.04
C 1.8612 -0.3637 -1.0732  -0.22
C 1.7912 0.6986 0.0934  0.46
N 2.1059 2.0135 -0.0876  -0.41
O 1.5145 0.3349 1.2203  -0.61
H 1.5947 -2.3281 -0.2703  0.30
H 0.3634 -1.8354 -1.4306  0.33
H 0.3931 -1.1914 0.1204  0.34
H 2.9364 -0.6548 -1.1473  0.31
H 1.7552 0.0669 -2.0936  0.31
H 2.1281 2.6856 0.6850  0.22
H 2.3458 2.3500 -0.9755  0.17
C -2.7607 0.5624 0.8143  -0.93
C -2.2411 -0.7948 0.5296  -0.17
H -2.5975 0.9119 1.8923  0.23
H -2.2022 1.4074 0.2239  0.21
H -3.8381 0.6980 0.7591  0.33
H -2.8988 -1.1458 -0.2657  0.33
H -2.0902 -1.2988 1.5078  0.26
H -1.1870 -0.6789 0.1216  -0.44

Values from the calculation:
HOMO energy	-0.3617	Ha
SMILES	CCC(N)=O.CC
LUMO	0.87	eV
ΔE to the lowest compared entry with this formula, charge and spin	141.9	kJ/mol
orbital gap	10.712	eV
strongest force on any atom	0.11000	hartree/bohr



The molecule C6H7IN2O. Source: the Open Molecules 2025 dataset; level of theory: ωB97M-V/def2-TZVPD.

Each line ends with the Mulliken charge.
Positions of all 17 atoms, in Å:
C -1.6484 0.3083 -0.0159  -0.61
C -0.2161 -1.2566 0.1400  0.31
C -0.7238 1.2640 -0.1350  0.56
C -0.2392 -2.6523 0.2015  0.08
C -0.9454 2.7402 -0.0281  -0.81
C 2.2077 -0.8504 -0.2619  -0.75
N 0.6078 0.8677 -0.0903  -0.97
N 0.8198 -0.4098 0.0349  0.70
O 0.7334 -3.3884 0.2701  -0.56
I -3.6432 0.1727 0.4384  0.18
H -1.3134 -3.0069 0.3710  0.24
H -2.0333 2.7626 0.1403  0.26
H -0.3224 3.1855 0.7660  0.27
H -0.8076 3.2037 -1.1146  0.22
H 2.1127 -1.9703 -0.4373  0.31
H 2.5840 -0.2306 -1.0349  0.31
H 2.8275 -0.7394 0.7557  0.26

Values from the calculation:
HOMO energy (spin up / spin down)	-0.3082 / -0.3082	Ha
LUMO (spin up / spin down)	-0.67 / -0.67	eV
ΔE to the lowest compared entry with this formula, charge and spin	244.7	kJ/mol
orbital gap (spin up / spin down)	7.714 / 7.712	eV
strongest force on any atom	0.11899	hartree/bohr



A structure of composition C19H31As2FeNO. Source: the Open Molecules 2025 dataset; level of theory: ωB97M-V/def2-TZVPD.

Each line ends with the Mulliken spin population.
Positions of all 55 atoms, in Å:
Fe -0.7133 0.4727 -0.5649  1.28
N -4.1982 2.4308 -0.4374  0.00
C -3.1729 1.5933 -0.3273  0.01
O -2.1252 1.7839 -0.9819  0.00
C -3.2600 0.4028 0.5813  0.00
C -2.1505 -0.5691 0.2026  -0.17
H -4.1056 3.2557 -1.0082  0.00
H -5.0399 2.2977 0.0948  0.00
H -4.2600 -0.0385 0.5464  -0.01
H -3.0934 0.7701 1.5973  0.00
H -2.3912 -1.1101 -0.7293  0.01
H -1.9369 -1.2800 0.9932  0.01
C 0.5197 -2.4617 1.2578  -0.01
As 0.9332 -1.0920 -0.0377  -0.06
C 2.6155 -0.3793 0.5991  -0.01
C 1.5037 -2.0535 -1.6250  0.00
C 2.3162 -3.1834 -1.5708  0.00
C 2.7395 -3.7948 -2.7395  0.00
C 2.3616 -3.2779 -3.9721  0.00
C 1.5547 -2.1538 -4.0331  0.00
C 1.1201 -1.5413 -2.8596  0.00
As -0.0399 0.0107 -2.9020  0.00
C 0.8980 1.2504 -4.0569  0.00
C -1.5060 -0.6051 -4.0147  0.00
H 1.4008 -3.0662 1.4652  0.00
H -0.2814 -3.0973 0.8860  0.00
H 0.2010 -1.9630 2.1723  0.00
H 3.3443 -1.1818 0.7003  0.00
H 2.4420 0.1060 1.5570  0.00
H 2.9818 0.3576 -0.1135  0.00
H 2.6224 -3.5923 -0.6150  0.00
H 3.3675 -4.6744 -2.6912  0.00
H 2.6959 -3.7530 -4.8847  0.00
H 1.2647 -1.7589 -5.0000  0.00
H 1.0522 0.8059 -5.0384  0.00
H 1.8604 1.4963 -3.6132  0.00
H 0.3066 2.1585 -4.1575  0.00
H -1.1326 -0.9568 -4.9749  0.00
H -2.2027 0.2168 -4.1719  0.00
H -2.0177 -1.4202 -3.5064  0.00
C 1.2376 3.0229 3.5858  0.00
C 0.1902 1.9051 3.6754  0.00
C 0.7437 0.7420 4.5089  0.00
C -1.0880 2.4454 4.3303  0.00
C -0.1227 1.4288 2.3165  0.03
C -0.3705 1.0424 1.1921  -0.08
H 1.4798 3.3834 4.5870  0.00
H 0.8623 3.8602 2.9973  0.00
H 2.1550 2.6608 3.1197  0.00
H 0.9777 1.0847 5.5182  0.00
H 1.6584 0.3435 4.0665  0.00
H 0.0143 -0.0661 4.5828  0.00
H -0.8673 2.8047 5.3368  0.00
H -1.8463 1.6643 4.4055  0.00
H -1.4984 3.2733 3.7513  0.00

Values from the calculation:
HOMO energy (spin up / spin down)	-0.4189 / -0.4104	Ha
net charge	+1
LUMO (spin up / spin down)	-3.26 / -2.74	eV
ΔE to the lowest compared entry with this formula, charge and spin	2.4	kJ/mol
spin multiplicity	2
orbital gap (spin up / spin down)	8.141 / 8.429	eV
strongest force on any atom	0.00755	hartree/bohr



> Among the records above, which one has the lowest strongest force on any atom?

C19H31As2FeNO



> Which of these has the highest strongest force on any atom?

C6H7IN2O



> Number 4 is which compound?

C19H31As2FeNO